#A
The following is a DFT calculation (ωB97M-V/def2-TZVPD) of C39H37BiCl2N4O5 as an isolated structure.

Net charge = 0
HOMO = -7.63 eV
Kohn-Sham gap = 6.897 eV

Last column: Mulliken charge in e.
Positions of all 88 atoms, in Å:
Bi (-0.803, -0.175, 1.098)  1.963
C (-2.553, 1.508, -2.860)  -1.010
C (-2.461, 2.885, -2.826)  -0.803
C (-2.169, 3.513, -1.627)  -1.004
C (-1.951, 2.745, -0.492)  0.585
N (-1.973, 1.406, -0.547)  0.230
C (-2.292, 0.807, -1.696)  0.092
C (-1.681, 3.370, 0.836)  0.401
C (-1.905, 4.722, 1.073)  -0.682
C (-1.639, 5.225, 2.334)  -0.911
C (-1.161, 4.378, 3.317)  -0.861
C (-0.961, 3.038, 3.001)  0.308
N (-1.219, 2.562, 1.786)  0.577
C (-0.469, 2.071, 4.024)  0.734
C (0.369, 2.481, 5.053)  -0.861
C (0.759, 1.552, 6.003)  -0.611
C (0.304, 0.251, 5.896)  -0.778
C (-0.508, -0.079, 4.821)  -0.193
N (-0.885, 0.808, 3.900)  -0.046
H (-2.806, 0.976, -3.766)  0.502
H (-2.616, 3.472, -3.722)  0.431
H (-2.087, 4.589, -1.591)  0.327
H (-2.323, -0.274, -1.669)  0.218
H (-2.295, 5.373, 0.305)  0.354
H (-1.819, 6.270, 2.552)  0.443
H (-0.979, 4.739, 4.320)  0.506
H (0.729, 3.501, 5.099)  0.416
H (1.416, 1.842, 6.813)  0.431
H (0.580, -0.503, 6.620)  0.440
H (-0.856, -1.092, 4.674)  0.437
O (-4.812, -4.865, 2.559)  -0.561
C (-4.028, -4.007, 2.274)  0.456
C (-2.679, -3.745, 2.953)  -0.249
O (-2.228, -4.326, 3.910)  -0.615
C (-2.084, -2.626, 2.204)  1.356
C (-2.945, -2.184, 1.215)  0.219
O (-2.641, -1.154, 0.454)  -0.788
C (-4.179, -2.963, 1.162)  -0.179
O (-5.127, -2.829, 0.427)  -0.631
O (-0.936, -2.065, 2.412)  -0.876
Cl (2.293, -0.375, 2.492)  -0.014
C (3.415, 0.913, 2.024)  0.186
Cl (3.087, 2.416, 2.899)  -0.167
H (3.289, 1.095, 0.963)  -0.208
H (4.416, 0.585, 2.268)  0.514
C (2.155, 2.073, -4.571)  -1.826
C (1.811, 1.952, -3.108)  0.366
C (1.983, 3.033, -2.251)  -0.948
C (1.707, 2.888, -0.896)  0.567
C (1.847, 4.057, 0.045)  -1.425
C (1.268, 1.661, -0.420)  -0.718
C (1.008, 0.556, -1.263)  1.477
C (1.325, 0.745, -2.621)  -0.144
N (0.429, -0.588, -0.726)  -0.277
C (0.626, -1.924, -1.333)  2.035
C (-0.234, -2.154, -2.596)  -1.194
C (0.003, -3.560, -3.163)  0.196
C (-0.447, -4.599, -2.132)  -1.522
C (0.364, -4.406, -0.849)  0.445
C (1.846, -4.638, -1.146)  -1.527
C (2.312, -3.612, -2.182)  0.356
C (1.492, -3.753, -3.470)  -1.301
C (2.117, -2.201, -1.617)  -1.230
C (0.168, -2.981, -0.323)  -2.373
H (2.209, 3.118, -4.876)  0.428
H (1.415, 1.569, -5.194)  0.369
H (3.125, 1.615, -4.778)  0.298
H (2.342, 3.983, -2.632)  0.398
H (2.639, 4.733, -0.281)  0.494
H (2.068, 3.731, 1.064)  -0.018
H (0.916, 4.633, 0.080)  0.165
H (1.131, 1.579, 0.659)  0.008
H (1.184, -0.051, -3.334)  0.373
H (-0.044, -1.407, -3.369)  0.424
H (-1.287, -2.055, -2.308)  0.246
H (-0.579, -3.675, -4.081)  0.360
H (-0.292, -5.610, -2.520)  0.571
H (-1.516, -4.486, -1.927)  0.464
H (0.023, -5.109, -0.085)  0.424
H (2.003, -5.656, -1.514)  0.565
H (2.433, -4.526, -0.229)  0.497
H (3.371, -3.769, -2.401)  0.278
H (1.656, -4.737, -3.919)  0.551
H (1.823, -3.004, -4.198)  0.522
H (2.523, -1.471, -2.315)  0.613
H (2.663, -2.085, -0.674)  0.355
H (0.724, -2.864, 0.613)  0.582
H (-0.894, -2.833, -0.106)  -0.003

#B
The following is a DFT calculation (ωB97M-V/def2-TZVPD) of C39H37BiCl2N4O5 as an isolated structure.

Net charge = 0
HOMO = -7.52 eV
Kohn-Sham gap = 6.781 eV

Last column: Mulliken charge in e.
Positions of all 88 atoms, in Å:
Bi (-1.127, -0.125, 0.216)  0.922
C (-3.768, 3.708, -0.878)  -0.996
C (-2.895, 4.416, -1.692)  -0.672
C (-1.841, 3.746, -2.284)  -0.733
C (-1.679, 2.384, -2.022)  0.822
N (-2.504, 1.722, -1.211)  -0.381
C (-3.523, 2.361, -0.667)  -0.066
C (-0.624, 1.596, -2.676)  0.159
C (-0.135, 1.958, -3.932)  -0.654
C (0.839, 1.172, -4.526)  -0.981
C (1.293, 0.050, -3.859)  -0.688
C (0.733, -0.273, -2.621)  0.357
N (-0.188, 0.499, -2.060)  0.557
C (1.145, -1.522, -1.954)  0.611
C (2.489, -1.882, -1.895)  -0.769
C (2.827, -3.087, -1.301)  -0.712
C (1.812, -3.904, -0.830)  -0.654
C (0.503, -3.456, -0.945)  -0.138
N (0.172, -2.291, -1.472)  -0.221
H (-4.612, 4.193, -0.412)  0.431
H (-3.034, 5.475, -1.851)  0.437
H (-1.136, 4.271, -2.907)  0.303
H (-4.168, 1.762, -0.041)  0.551
H (-0.530, 2.817, -4.450)  0.539
H (1.229, 1.423, -5.501)  0.453
H (2.041, -0.591, -4.296)  0.590
H (3.248, -1.212, -2.266)  0.422
H (3.864, -3.375, -1.200)  0.417
H (2.023, -4.857, -0.370)  0.438
H (-0.317, -4.068, -0.599)  0.441
O (3.240, -2.163, 3.937)  -0.603
C (2.613, -2.224, 2.910)  0.248
C (2.838, -1.422, 1.638)  -0.271
O (3.896, -1.143, 1.116)  -0.660
C (1.476, -1.149, 1.206)  0.288
C (0.588, -2.045, 1.795)  1.162
O (-0.681, -2.011, 1.564)  -0.646
C (1.314, -2.971, 2.663)  -0.010
O (1.004, -4.081, 3.040)  -0.672
O (1.089, -0.217, 0.378)  0.167
Cl (-2.993, -3.033, -0.953)  -0.138
C (-3.340, -3.074, 0.781)  0.231
Cl (-4.010, -1.523, 1.281)  -0.108
H (-2.402, -3.216, 1.322)  -0.236
H (-4.077, -3.853, 0.980)  0.550
C (1.920, 3.919, -1.528)  -1.776
C (0.777, 3.954, -0.558)  0.820
C (0.093, 5.142, -0.338)  -1.038
C (-0.954, 5.188, 0.570)  0.442
C (-1.642, 6.491, 0.866)  -2.015
C (-1.343, 4.029, 1.225)  -0.392
C (-0.692, 2.803, 1.008)  1.089
C (0.383, 2.810, 0.108)  -0.640
N (-1.042, 1.592, 1.579)  -0.249
C (-1.566, 1.504, 2.945)  1.622
C (-1.288, 0.109, 3.521)  -1.532
C (-1.817, -0.024, 4.951)  0.350
C (-1.130, 0.996, 5.853)  -1.529
C (-1.395, 2.390, 5.296)  0.282
C (-2.899, 2.659, 5.291)  -1.324
C (-3.602, 1.615, 4.426)  0.294
C (-3.323, 0.220, 4.973)  -1.407
C (-3.090, 1.712, 2.989)  -0.801
C (-0.840, 2.493, 3.874)  -1.132
H (2.475, 4.853, -1.488)  0.510
H (1.551, 3.787, -2.546)  0.238
H (2.592, 3.095, -1.301)  0.306
H (0.394, 6.035, -0.865)  0.389
H (-1.536, 7.188, 0.037)  0.437
H (-1.188, 6.951, 1.744)  0.429
H (-2.701, 6.348, 1.074)  0.387
H (-2.178, 4.094, 1.904)  0.268
H (0.943, 1.899, -0.022)  0.698
H (-0.212, -0.080, 3.506)  0.244
H (-1.768, -0.647, 2.901)  -0.036
H (-1.606, -1.037, 5.311)  0.354
H (-0.058, 0.794, 5.889)  0.526
H (-1.520, 0.911, 6.869)  0.576
H (-0.895, 3.132, 5.927)  0.268
H (-3.097, 3.658, 4.899)  0.522
H (-3.284, 2.620, 6.312)  0.568
H (-4.681, 1.802, 4.435)  0.290
H (-3.844, -0.528, 4.370)  0.410
H (-3.694, 0.144, 5.996)  0.598
H (-3.360, 2.678, 2.564)  0.331
H (-3.554, 0.940, 2.369)  -0.421
H (0.226, 2.252, 3.867)  0.362
H (-0.938, 3.517, 3.522)  0.592

Relative energies in kJ/mol: #A 0.0; #B 36.3

#A
The following is a DFT calculation (ωB97M-V/def2-TZVPD) of one molecule with the formula CH3NOS.

Net charge = 0
HOMO = -9.96 eV
Kohn-Sham gap = 10.733 eV

Last column: natural (NBO) charge in e.
Positions of all 7 atoms, in Å:
C (0.359, -0.070, -0.160)  -0.473
N (-0.223, -0.137, 1.152)  -0.782
O (1.911, -1.620, 1.529)  -0.923
S (1.460, -0.278, 1.191)  1.337
H (0.126, -1.250, -0.475)  0.219
H (0.420, 0.559, -1.010)  0.234
H (-0.650, 0.619, 1.663)  0.388

#B
The following is a DFT calculation (ωB97M-V/def2-TZVPD) of one molecule with the formula CH3NOS.

SMILES string = SN1CO1
Net charge = 0
HOMO = -9.60 eV
Kohn-Sham gap = 10.470 eV

Last column: natural (NBO) charge in e.
Positions of all 7 atoms, in Å:
S (-1.797, -0.135, 0.156)  0.189
N (-0.286, 0.157, -0.552)  -0.313
C (0.966, -0.304, 0.210)  0.055
O (0.594, 1.029, 0.258)  -0.391
H (-2.297, 0.572, -0.780)  0.106
H (0.944, -0.806, 1.136)  0.174
H (1.877, -0.512, -0.430)  0.179

#C
The following is a DFT calculation (ωB97M-V/def2-TZVPD) of one molecule with the formula CH3NOS.

SMILES string = O=CNS
Net charge = 0
HOMO = -9.70 eV
Kohn-Sham gap = 10.229 eV

Last column: natural (NBO) charge in e.
Positions of all 7 atoms, in Å:
O (-2.255, -0.098, -0.081)  -0.552
C (-1.210, 0.369, 0.133)  0.542
N (-0.023, -0.474, 0.133)  -0.830
S (1.542, 0.136, -0.114)  0.170
H (-1.167, 1.537, 0.194)  0.131
H (-0.437, -1.280, -0.441)  0.408
H (2.393, -0.539, 0.986)  0.131

#D
The following is a DFT calculation (ωB97M-V/def2-TZVPD) of one molecule with the formula CH3NOS.

SMILES string = C[N+]([O-])=S
Net charge = 0
HOMO = -9.40 eV
Kohn-Sham gap = 8.312 eV

Last column: natural (NBO) charge in e.
Positions of all 7 atoms, in Å:
C (0.705, 0.115, -0.005)  -0.451
N (-0.808, -0.139, 0.054)  0.027
O (-1.003, -1.360, -0.091)  -0.347
S (-2.035, 0.994, 0.070)  0.070
H (1.063, -0.443, 0.873)  0.231
H (0.998, 1.177, 0.104)  0.227
H (1.080, -0.344, -1.005)  0.243

Relative energies in kJ/mol: #A 126.4; #B 220.0; #C 0.0; #D 145.0

#A
The following is a DFT calculation (ωB97M-V/def2-TZVPD) of one molecule with the formula C12H11N3.

SMILES string = C/C(=C1/C=CC=C[C@H]1C#N)n1ccnc1
Net charge = 0
HOMO = -9.12 eV
Kohn-Sham gap = 9.178 eV

Last column: natural (NBO) charge in e.
Positions of all 26 atoms, in Å:
C (1.846, -0.478, -1.334)  -0.660
C (0.952, 0.087, -0.265)  0.206
C (-0.262, 0.599, -0.565)  -0.019
C (-1.202, 1.057, 0.442)  -0.216
C (-2.323, 0.374, 0.647)  -0.224
C (-2.543, -0.819, -0.275)  -0.236
C (-1.992, -0.743, -1.489)  -0.154
C (-1.086, 0.485, -1.902)  -0.376
C (-2.142, 1.420, -2.392)  0.289
N (-3.026, 2.045, -2.763)  -0.306
N (1.371, -0.067, 1.050)  -0.377
C (2.713, 0.099, 1.589)  -0.111
C (2.617, -0.169, 2.890)  -0.080
N (1.348, -0.571, 3.208)  -0.456
C (0.690, -0.596, 2.097)  0.202
H (2.899, -0.338, -1.204)  0.229
H (1.590, 0.105, -2.204)  0.219
H (1.692, -1.449, -1.786)  0.236
H (-0.863, 1.857, 1.108)  0.236
H (-3.114, 0.757, 1.305)  0.233
H (-3.222, -1.712, 0.105)  0.242
H (-2.031, -1.444, -2.436)  0.234
H (-0.527, 0.010, -2.671)  0.255
H (3.541, 0.464, 1.097)  0.216
H (3.390, -0.325, 3.694)  0.220
H (-0.315, -0.650, 2.056)  0.198

#B
The following is a DFT calculation (ωB97M-V/def2-TZVPD) of one molecule with the formula C12H11N3.

SMILES string = C(=N/Nc1ccccc1)/c1ccccn1
Net charge = 0
HOMO = -8.48 eV
Kohn-Sham gap = 8.512 eV

Last column: natural (NBO) charge in e.
Positions of all 26 atoms, in Å:
C (0.944, 2.062, -0.628)  0.059
N (-0.169, 2.670, -0.541)  -0.234
N (-0.978, 2.028, 0.464)  -0.493
C (-1.613, 0.712, 0.101)  0.155
C (-1.209, -0.054, -1.044)  -0.267
C (-1.701, -1.392, -1.313)  -0.194
C (-2.693, -1.685, -0.364)  -0.251
C (-3.276, -0.689, 0.501)  -0.150
C (-2.716, 0.443, 0.874)  -0.295
C (1.677, 0.847, -0.102)  0.144
C (1.647, 0.392, 1.228)  -0.283
C (2.534, -0.705, 1.449)  -0.133
C (3.385, -1.391, 0.390)  -0.279
C (3.232, -0.683, -0.790)  0.031
N (2.594, 0.494, -1.009)  -0.427
H (1.664, 2.427, -1.487)  0.209
H (-1.864, 2.560, 0.300)  0.371
H (-0.478, 0.289, -1.679)  0.217
H (-1.163, -2.095, -2.014)  0.239
H (-3.409, -2.575, -0.284)  0.219
H (-4.372, -1.057, 0.967)  0.203
H (-2.972, 1.002, 1.698)  0.231
H (0.816, 0.869, 1.751)  0.262
H (2.651, -0.894, 2.570)  0.217
H (3.837, -2.404, 0.686)  0.256
H (3.632, -1.172, -1.724)  0.195

Relative energies in kJ/mol: #A 0.0; #B 106.2

#A
The following is a DFT calculation (ωB97M-V/def2-TZVPD) of a 2-piece molecular cluster, C2H8NS overall.

Net charge = -1
HOMO = -2.54 eV
Kohn-Sham gap = 6.773 eV

Last column: natural (NBO) charge in e.
Positions of all 12 atoms, in Å:
S (-2.953, -0.612, -0.311)  -1.077
H (-4.146, -0.002, -0.197)  0.087
C (1.094, -0.589, -0.892)  -0.628
C (0.210, 0.197, 0.077)  -0.221
N (1.054, 0.822, 1.156)  -0.853
H (0.445, -1.167, -1.546)  0.223
H (1.784, 0.125, -1.370)  0.187
H (1.899, -1.128, -0.394)  0.190
H (-0.279, 0.962, -0.512)  0.198
H (-0.499, -0.476, 0.544)  0.215
H (0.520, 1.632, 1.474)  0.342
H (0.872, 0.238, 1.971)  0.338

#B
The following is a DFT calculation (ωB97M-V/def2-TZVPD) of a 2-piece molecular cluster, C2H8NS overall.

Net charge = -1
HOMO = -2.72 eV
Kohn-Sham gap = 7.073 eV

Last column: natural (NBO) charge in e.
Positions of all 12 atoms, in Å:
S (-1.842, 1.839, -0.498)  -1.085
H (-2.963, 2.562, -0.626)  0.095
C (1.063, 0.257, 0.929)  -0.431
N (0.227, -0.916, 0.653)  -0.645
C (0.110, -1.128, -0.789)  -0.419
H (0.521, 1.197, 0.806)  0.225
H (1.494, 0.147, 1.925)  0.171
H (1.891, 0.323, 0.206)  0.168
H (-0.705, -0.581, 0.913)  0.371
H (-0.080, -0.243, -1.389)  0.206
H (-0.720, -1.824, -0.972)  0.186
H (1.004, -1.633, -1.157)  0.158

Relative energies in kJ/mol: #A 11.9; #B 0.0